Formula: C69H58BrGeIN5O4P2Rb
Source: OMol25
Level of theory: ωB97M-V/def2-TZVPD

The geometry in ORCA input format:
```
! RIJCOSX wB97M-V def2-TZVPD def2/J DEFGRID3
* xyz -2 1
I -2.96 -3.12 5.08
Rb -1.23 -0.77 2.23
Br -4.29 -2.46 -1.21
Ge -2.37 2.10 -3.76
P 3.11 -1.34 4.36
P 3.32 -1.64 -0.14
O -2.19 2.04 0.52
O 0.45 -2.77 0.81
O -2.18 4.23 0.92
O 1.19 -4.90 0.74
N 0.24 3.80 2.09
N 1.50 2.30 3.13
N -2.15 2.76 3.28
N -1.03 1.22 4.41
N -1.85 -3.45 -0.42
C -1.29 0.46 -3.95
C 3.15 2.21 6.36
C -3.12 -5.00 -1.73
C -1.91 -0.78 -3.87
C -0.88 -4.37 -0.29
C -2.91 -3.78 -1.10
C 0.03 5.62 -4.35
C 6.87 -4.04 4.15
C 1.01 2.27 -1.10
C 6.14 -0.98 -3.12
C 4.21 2.91 5.81
C -3.82 1.83 -5.10
C 7.15 -2.34 -1.43
C -1.20 3.53 -4.46
C -3.16 3.54 -1.13
C 4.99 -0.88 -2.35
C 0.81 -0.67 -4.36
C 2.30 3.16 2.43
C -2.11 -5.95 -1.59
C 0.18 -1.90 -4.28
C 4.71 1.04 4.38
C -3.86 2.45 -6.35
C 4.99 2.33 4.82
C -5.88 1.26 -6.92
C -5.70 -4.21 4.48
C -6.98 -4.28 3.87
C -0.85 4.70 -3.79
C -5.94 -0.35 1.26
C 1.54 4.09 1.77
C 0.25 4.23 -6.29
C -0.94 2.20 3.53
C 0.39 -3.98 0.51
C 5.63 -4.45 3.69
C 5.91 -1.94 4.83
C -0.98 -5.63 -0.86
C 6.00 -2.25 -0.66
C 7.23 -1.71 -2.66
C -0.62 3.31 -5.72
C 3.98 -1.17 1.54
C 0.27 2.71 2.91
C -5.86 0.65 -5.67
C 2.83 -1.02 2.54
C -2.36 1.15 4.73
C 3.11 1.16 -0.72
C 4.67 -2.32 4.33
C 4.54 -3.60 3.78
C 1.06 -0.10 -0.65
C 0.35 1.07 -0.91
C -6.45 -2.32 2.55
C -7.34 -3.36 2.94
C -4.66 -0.31 1.85
C -2.44 3.21 0.21
C -3.42 2.37 -2.09
C -3.07 2.08 4.03
C 0.08 0.50 -4.19
C -1.19 -1.96 -4.03
C 2.46 -0.06 -0.54
C -5.14 -2.24 3.13
C -4.88 2.17 -7.25
C 2.88 0.91 5.93
C -4.84 -3.22 4.10
C -4.84 0.94 -4.77
C 2.40 2.31 -1.01
C 3.66 0.32 4.94
C 4.90 -1.50 -1.10
C 0.58 5.39 -5.60
C 7.00 -2.79 4.73
C -6.82 -1.35 1.60
C -4.19 -1.23 2.77
H -4.86 0.46 -3.80
H 6.18 -0.49 -4.08
H -4.01 0.52 1.54
H -0.17 -6.32 -0.71
H 5.51 -5.43 3.25
H 4.15 -0.31 -2.72
H -7.81 -1.40 1.15
H 1.26 6.11 -6.04
H -1.69 -2.91 -3.96
H 2.04 0.37 6.33
H 0.75 -2.81 -4.38
H -2.60 4.36 -1.59
H 5.80 2.89 4.38
H 4.19 1.21 -0.63
H 4.66 -1.97 1.82
H 2.92 3.24 -1.16
H 4.41 3.93 6.13
H -3.10 3.17 -6.62
H -2.98 -0.85 -3.68
H 2.43 0.00 2.47
H 2.03 -1.71 2.26
H -7.66 -5.07 4.17
H -5.42 -4.94 5.23
H -0.61 4.15 1.63
H -4.03 -5.20 -2.28
H 5.30 0.61 3.58
H -4.12 2.30 3.99
H 1.87 -0.62 -4.53
H 5.94 -2.77 0.29
H 3.57 -3.93 3.40
H 0.30 6.51 -3.80
H 7.99 -2.92 -1.06
H 0.60 1.45 -4.22
H 1.80 4.90 1.12
H 4.55 -0.24 1.46
H 0.54 -1.05 -0.57
H -6.64 -0.05 -5.39
H -6.24 0.40 0.53
H 6.02 -0.97 5.30
H 7.97 -2.46 5.10
H -8.32 -3.40 2.48
H 8.13 -1.79 -3.26
H -4.12 3.96 -0.81
H -2.72 0.44 5.46
H 7.73 -4.70 4.07
H -4.90 2.66 -8.22
H -0.73 1.03 -0.95
H 0.45 3.17 -1.31
H 2.51 2.67 7.10
H -2.34 3.42 2.53
H -2.22 -6.92 -2.06
H -0.85 2.39 -6.25
H -6.67 1.04 -7.62
H 0.68 4.03 -7.26
H -4.44 2.43 -2.47
H 3.38 3.05 2.43
H -1.27 4.91 -2.82
H -3.34 1.44 -1.52
*
```

Summary:
- HOMO energy: -0.06970 Eh
- Electronic energy: -242031.63042 eV
- Orbital gap: 0.1992 hartree
- LUMO: 3.53 eV

Mulliken population analysis, charges in e, atoms 1 to 4:
1. I -0.015
2. Rb 0.703
3. Br -0.145
4. Ge 1.342